An isolated molecule of C4H7NO2 at a distorted geometry. Source: OMol25; level of theory: ωB97M-V with the def2-TZVPD basis set.

As for the HOMO energy: -9.6283 eV. The HOMO-LUMO gap is 10.477 eV.

Last column: natural (NBO) charge in e.
CARTESIAN COORDINATES (ANGSTROEM)
C -0.520 -1.081 1.068  -0.65
C -0.151 0.159 0.279  0.13
C 0.935 -0.117 -0.950  0.68
N 0.323 -0.039 -2.141  -0.80
O 2.086 -0.254 -0.757  -0.57
C -0.191 1.468 0.945  -0.10
O -1.081 1.188 -0.039  -0.50
H -1.366 -1.057 1.714  0.23
H 0.314 -1.130 1.753  0.23
H -0.366 -1.888 0.435  0.21
H -0.669 -0.087 -2.116  0.39
H 0.643 -0.667 -2.784  0.38
H -0.631 1.453 1.921  0.18
H 0.672 2.052 0.670  0.19